Entry 1:
The following is a DFT calculation (ωB97M-V with the def2-TZVPD basis set) of a 2-piece molecular cluster, C3H6O5 overall.

Molecular weight (g mol⁻¹): 122.1
ΔE to the lowest compared entry with this formula, charge and spin (kcal per mole): 31.05
SMILES string: O=COCC(=O)O.O
Frontier orbital gap (eV): 10.91

XYZ file:
```
14
Properties=species:S:1:pos:R:3:forces:R:3:mulliken_charge:R:1
O 4.8424 1.8070 3.9218 0.54 -1.12 -0.01 -0.65
H 5.2899 1.3511 4.6702 -0.48 0.46 -0.83 0.33
H 4.9043 1.1726 3.1722 -0.05 0.66 0.84 0.32
O -0.7997 -2.0540 0.2732 0.81 -0.62 -0.04 -0.51
O -1.8775 0.9963 0.2375 -1.40 -1.02 -2.93 -0.55
O -3.4303 0.6605 -1.3715 -2.23 0.74 -1.06 -0.48
O -0.0473 -0.6090 -1.1982 -0.10 1.59 -2.00 -0.31
C 0.1271 -1.4788 -0.2363 -1.45 0.33 1.64 0.21
C -2.2435 0.5263 -0.8430 2.62 -0.22 2.62 0.81
C -1.3663 -0.3300 -1.7350 1.36 -0.56 -0.27 -0.62
H -3.5606 0.3673 -2.3144 0.62 0.19 1.48 0.36
H 1.1729 -1.4021 0.1215 -0.31 -0.58 -0.24 0.34
H -1.1662 0.2687 -2.6444 0.03 -0.33 0.37 0.37
H -1.8453 -1.2759 -2.0534 0.03 0.48 0.44 0.38
```
Forces are in eV/Å.


Entry 2:
The following is a DFT calculation (ωB97M-V with the def2-TZVPD basis set) of C14H19AuN2O11P2 as an isolated structure.

Molecular weight (g mol⁻¹): 650.2
ΔE to the lowest compared entry with this formula, charge and spin (kcal per mole): 61.03
Frontier orbital gap (eV): 9.20

XYZ file:
```
49
Properties=species:S:1:pos:R:3:forces:R:3:mulliken_charge:R:1
Au 0.3299 -1.1428 1.0429 0.03 -0.53 0.19 0.27
N 3.3181 1.1376 -1.7532 -0.05 0.02 -0.07 -0.07
C 2.1502 0.1772 -1.8332 0.17 -0.13 -0.08 0.50
C 2.2156 -0.4013 -3.2626 -0.12 -0.01 -0.02 -1.71
P 0.6594 1.2762 -1.8178 -0.01 -0.13 0.37 1.03
O -0.5076 0.4730 -2.4325 -0.12 -0.50 -0.09 -0.47
O 1.0709 2.5048 -2.5076 0.02 0.05 -0.02 -0.88
O 2.4498 1.7251 0.7060 0.23 0.09 -0.01 -0.05
P 2.7017 -1.2445 -0.6933 0.12 0.09 0.36 1.01
O 1.8935 -2.4826 -1.2804 0.00 -0.03 -0.12 -0.57
O 4.1376 -1.3138 -1.0328 0.01 0.02 0.00 -0.88
O 2.3817 -1.0681 0.8101 -0.02 0.43 -0.75 -0.91
H 3.2233 1.8403 -2.4905 0.00 -0.03 0.00 0.46
H 4.1719 0.5675 -1.8191 0.02 -0.03 0.06 0.47
H 3.2850 1.6193 -0.8426 0.08 0.04 0.00 0.22
H 2.0994 0.3964 -3.9994 0.01 0.01 0.00 0.50
H 1.4216 -1.1257 -3.4180 0.00 0.02 0.00 0.35
H 3.1705 -0.9057 -3.4119 0.00 0.00 0.01 0.49
H -0.8996 -0.3333 -1.9682 0.02 0.24 0.02 0.40
H 0.9514 -2.4968 -1.0500 0.01 -0.05 0.07 0.35
C 1.1822 2.1388 2.7538 0.01 -0.06 -0.02 -1.56
C 1.5772 2.6381 1.3695 -0.09 0.07 -0.02 1.84
C 2.1869 4.0289 1.3979 -0.06 0.04 0.01 -1.80
O 3.5740 1.3901 1.5253 -0.21 -0.22 -0.10 -0.50
C 0.3164 2.6311 0.5035 -0.15 0.07 0.09 -0.08
O -0.5492 3.4309 0.6185 0.05 0.03 -0.10 -0.51
O 0.1575 1.5260 -0.3187 0.09 0.04 0.17 -0.09
H 2.0509 2.1510 3.4075 0.00 0.00 0.02 0.39
H 0.7919 1.1211 2.6990 -0.01 -0.01 0.02 0.21
H 0.4112 2.7894 3.1630 0.01 0.01 -0.01 0.44
H 3.0914 4.0099 2.0042 0.00 -0.01 0.00 0.44
H 1.4791 4.7348 1.8290 0.02 0.00 0.01 0.39
H 2.4336 4.3610 0.3887 0.00 -0.01 0.01 0.38
H 3.4223 0.4182 1.5557 0.05 0.07 0.10 0.37
O -1.7235 -1.6403 -1.3343 -0.03 0.14 0.15 -0.92
C -2.2326 -1.7995 -0.2176 0.07 -0.01 -0.23 0.48
N -1.6092 -1.6125 0.9689 -0.12 0.26 0.06 -0.07
C -2.4674 -1.9069 2.0362 -0.04 0.01 -0.06 0.28
O -2.1807 -1.8301 3.2014 -0.01 0.00 -0.01 -0.61
C -3.7743 -2.3242 1.4272 0.03 0.01 -0.01 0.05
C -4.9585 -2.7188 2.0072 -0.03 0.00 0.02 -0.48
C -6.0092 -3.0466 1.1511 0.02 0.01 -0.02 -0.43
C -5.8613 -2.9763 -0.2309 0.01 0.00 0.02 -0.53
C -4.6566 -2.5759 -0.8062 -0.02 -0.01 -0.01 -0.31
C -3.6283 -2.2556 0.0520 0.04 0.00 -0.01 0.36
H -5.0631 -2.7699 3.0826 0.00 0.00 0.00 0.48
H -6.9581 -3.3613 1.5652 0.00 0.00 0.00 0.39
H -6.6972 -3.2370 -0.8665 0.00 0.00 0.00 0.40
H -4.5297 -2.5173 -1.8789 0.00 0.00 0.00 0.48
```
Forces are in eV/Å.


Entry 3:
The following is a DFT calculation (ωB97M-V with the def2-TZVPD basis set) of one molecule with the formula C2Cl2FN.

Molecular weight (g mol⁻¹): 127.9
ΔE to the lowest compared entry with this formula, charge and spin (kcal per mole): 15.34
SMILES string: N#CC(F)(Cl)Cl
Frontier orbital gap (eV): 12.32

XYZ file:
```
6
Properties=species:S:1:pos:R:3:forces:R:3:mulliken_charge:R:1
C 0.1227 -0.1312 0.2487 -3.81 4.03 0.16 0.72
C -0.4653 1.3245 -0.1369 1.28 -2.22 1.65 -0.06
N -0.8330 2.4044 -0.2177 -0.23 0.43 -0.34 -0.31
F 0.3429 -0.1695 1.5782 -0.86 -0.45 -0.14 -0.16
Cl -1.3012 -1.0993 -0.2944 1.13 -0.62 0.47 -0.11
Cl 1.5836 -0.2221 -0.4910 2.49 -1.17 -1.80 -0.07
```
Forces are in eV/Å.


Entry 4:
The following is a DFT calculation (ωB97M-V with the def2-TZVPD basis set) of a 12-piece molecular cluster, C32H79N2O11S11 overall.

Total charge: +1
Molecular weight (g mol⁻¹): 1020.7
ΔE to the lowest compared entry with this formula, charge and spin (kcal per mole): 0.00
Frontier orbital gap (eV): 6.85

XYZ file:
```
135
Properties=species:S:1:pos:R:3:forces:R:3:mulliken_charge:R:1
C 2.3140 -0.9734 -5.3682 -0.24 -0.19 -0.03 -0.30
C 1.6790 -0.1479 -5.9618 0.13 -0.18 -0.33 -0.31
C 0.8923 0.7848 -6.7660 -0.21 0.16 0.89 -0.15
C -0.3424 1.2842 -5.9860 -0.70 0.02 -0.41 -0.41
C -1.6660 0.9391 -6.6968 -0.03 0.27 0.56 0.03
C -2.8009 1.5300 -5.9326 0.05 0.36 -0.18 0.21
N -2.9022 2.8817 -5.5940 0.01 -0.75 -0.17 0.00
C -4.0061 3.0686 -4.8917 -0.25 0.83 0.31 -0.36
N -4.6370 1.9153 -4.7643 0.35 -0.46 -0.44 0.07
C -3.9054 0.9324 -5.4235 1.36 -0.62 -0.66 0.06
C -4.3689 -0.4604 -5.4789 -0.48 -0.12 -0.46 -0.33
C -5.2714 -0.7615 -6.4527 0.32 0.39 0.48 -0.91
H 2.7720 -1.8127 -4.9040 0.20 0.15 0.13 0.46
H 0.5677 0.2801 -7.6742 0.14 0.06 -0.14 0.40
H 1.4955 1.6577 -6.9955 0.13 -0.10 -0.42 -0.23
H -0.4099 0.8566 -4.9865 0.26 -0.01 0.06 0.24
H -0.3105 2.3715 -5.8820 0.33 0.02 0.08 0.27
H -1.6792 1.3228 -7.7185 0.08 -0.09 -0.08 0.39
H -1.8285 -0.1390 -6.6992 0.09 -0.05 -0.27 -0.18
H -2.2351 3.5917 -5.8576 -0.06 0.09 0.08 0.25
H -4.3338 4.0160 -4.5013 -0.04 -0.02 0.05 0.44
H -5.4992 1.7305 -4.2746 -0.03 0.17 0.01 0.23
H -3.9254 -1.1915 -4.8029 -1.08 0.28 1.13 0.54
H -5.0262 -0.4809 -7.4751 -0.95 1.36 0.12 0.34
H -6.2314 -1.2183 -6.2391 0.66 -1.62 -0.34 0.37
C -3.9011 -3.7906 -7.6350 -0.07 0.02 -0.09 -0.90
S -2.2866 -3.6093 -6.8734 0.02 -0.12 0.17 0.61
O -1.8175 -2.2196 -7.1582 -0.06 -0.01 -0.11 -0.65
C -1.4328 -4.7001 -8.0143 0.10 0.03 -0.10 -1.11
H -4.5975 -3.1525 -7.0968 0.02 -0.02 0.05 0.11
H -3.8480 -3.4861 -8.6807 0.04 0.01 0.01 0.34
H -4.2209 -4.8291 -7.5546 0.01 0.00 0.02 0.44
H -1.5511 -4.3309 -9.0329 -0.01 0.03 0.01 0.33
H -1.8418 -5.7056 -7.9210 0.00 0.00 0.04 0.40
H -0.3789 -4.7070 -7.7447 -0.01 0.02 0.03 0.34
C -0.3974 -1.8603 -2.8193 0.06 0.05 -0.04 -0.77
S -1.8549 -2.8489 -2.4859 0.06 -0.14 -0.02 0.35
O -2.9377 -2.3327 -3.3800 -0.05 0.18 0.00 -0.62
C -2.1679 -2.2108 -0.8438 0.03 0.06 0.14 -1.01
H -0.0625 -2.0857 -3.8303 -0.04 -0.01 -0.02 0.15
H -0.6481 -0.8017 -2.7424 -0.04 -0.01 0.02 0.25
H 0.3835 -2.1197 -2.1047 -0.01 -0.01 0.01 0.45
H -2.3018 -1.1292 -0.8843 0.02 0.00 -0.07 0.33
H -1.3297 -2.4650 -0.1916 -0.03 0.00 0.05 0.39
H -3.0746 -2.6792 -0.4660 0.00 -0.05 -0.05 0.37
C 4.6650 4.4704 -7.1275 0.15 0.24 -0.07 -0.59
S 3.1790 3.5915 -6.6808 0.22 0.12 0.02 0.74
O 2.0358 4.2629 -7.3770 -0.17 -0.08 0.14 -0.70
C 3.1544 4.1423 -4.9725 -0.07 0.02 0.09 -0.81
H 4.8639 4.3039 -8.1845 -0.08 -0.06 -0.01 0.35
H 4.5161 5.5342 -6.9439 -0.08 0.02 -0.01 0.00
H 5.4981 4.0873 -6.5413 -0.03 -0.08 -0.01 0.30
H 3.1289 5.2321 -4.9396 0.05 0.00 -0.03 0.23
H 4.0433 3.7681 -4.4653 0.01 -0.01 -0.02 0.33
H 2.2621 3.7337 -4.4998 0.00 -0.04 -0.03 0.27
C 7.2265 0.2722 -7.5887 0.07 -0.01 -0.08 -0.96
S 6.6549 0.9493 -6.0280 -0.09 -0.17 0.07 0.64
O 6.8240 2.4261 -6.1057 0.06 0.02 0.01 -0.69
C 8.0120 0.3229 -5.0339 0.10 -0.02 0.01 -1.03
H 6.5306 0.5874 -8.3634 -0.03 0.02 0.03 0.29
H 8.2232 0.6541 -7.8088 -0.01 0.03 0.03 0.34
H 7.2375 -0.8158 -7.5271 -0.02 0.00 0.01 0.36
H 8.9559 0.7013 -5.4257 -0.02 0.03 -0.02 0.33
H 7.9989 -0.7668 -5.0514 -0.02 0.00 0.00 0.38
H 7.8682 0.6745 -4.0146 -0.04 0.02 -0.01 0.31
C -2.8838 -2.1271 3.2599 -0.10 -0.01 -0.11 -1.06
S -1.1386 -1.8543 3.6061 0.09 0.10 0.14 0.69
O -0.3806 -2.3229 2.4061 -0.17 -0.07 -0.11 -0.69
C -1.0198 -3.1381 4.8492 0.03 -0.29 -0.04 -0.95
H -3.1775 -1.4481 2.4606 0.02 0.03 0.02 0.26
H -3.0377 -3.1599 2.9447 0.05 -0.01 0.01 0.37
H -3.4630 -1.9087 4.1570 0.02 0.04 0.00 0.37
H -1.3116 -4.0920 4.4058 -0.06 0.05 -0.05 0.40
H -1.6699 -2.8849 5.6865 0.03 0.06 0.01 0.38
H 0.0117 -3.1723 5.1847 0.00 0.11 0.02 0.24
C -5.1573 2.0455 3.9380 -0.07 0.06 0.01 -1.00
S -3.4146 1.6060 3.8753 0.03 -0.07 -0.09 0.64
O -3.0135 1.2163 5.2494 -0.07 -0.03 0.04 -0.59
C -2.8093 3.2737 3.5938 0.02 0.10 0.02 -1.03
H -5.7217 1.1394 4.1486 0.04 -0.02 0.00 0.31
H -5.3209 2.7749 4.7311 0.04 -0.01 0.02 0.33
H -5.4644 2.4525 2.9744 0.01 -0.01 -0.01 0.36
H -3.1320 3.9208 4.4092 0.00 -0.03 0.03 0.33
H -3.1887 3.6406 2.6399 0.00 -0.02 -0.01 0.35
H -1.7226 3.2308 3.5647 0.00 -0.05 0.01 0.31
C 2.1377 0.2818 7.6268 0.12 0.05 0.04 -0.73
S 1.5874 -0.0846 5.9661 -0.04 0.18 -0.02 0.49
O 1.2908 -1.5468 5.9306 0.09 -0.08 0.03 -0.54
C 3.1778 0.1409 5.1636 0.09 -0.04 -0.04 -1.01
H 1.2880 0.1534 8.2906 -0.01 0.04 -0.02 -0.03
H 2.9319 -0.4072 7.9130 -0.04 -0.04 0.01 0.35
H 2.4918 1.3113 7.6826 -0.03 0.01 -0.05 0.48
H 3.9087 -0.5349 5.6075 -0.03 -0.01 0.03 0.30
H 3.4945 1.1773 5.2801 -0.02 0.01 0.00 0.39
H 3.0548 -0.0895 4.1071 -0.04 -0.01 0.01 0.32
C 0.6989 -3.1839 9.4175 0.06 -0.02 0.00 -0.90
S 0.4527 -1.5349 10.0737 -0.13 -0.05 0.03 0.59
O 1.7620 -1.0784 10.6239 0.04 -0.01 -0.04 -0.67
C -0.5776 -2.0083 11.4568 0.04 -0.12 0.15 -1.13
H 1.3554 -3.1032 8.5524 -0.03 0.06 -0.02 0.23
H 1.1578 -3.8235 10.1683 0.00 0.02 0.02 0.39
H -0.2620 -3.5956 9.1089 0.00 0.00 0.00 0.41
H -0.0380 -2.7140 12.0891 0.08 0.00 -0.06 0.37
H -1.4979 -2.4529 11.0825 -0.04 0.07 0.01 0.32
H -0.8197 -1.1125 12.0224 -0.04 0.03 -0.06 0.37
C 1.4564 -6.5483 6.8725 0.04 0.05 -0.09 -0.86
S 1.7192 -7.2567 8.5042 -0.03 -0.07 -0.01 0.40
O 1.4769 -6.1697 9.4877 0.00 0.00 -0.02 -0.54
C 3.4999 -7.4337 8.3501 0.10 0.01 -0.04 -0.94
H 0.3970 -6.3184 6.7774 -0.01 -0.02 0.04 0.27
H 2.0427 -5.6345 6.7716 0.00 0.00 0.04 0.23
H 1.7433 -7.2741 6.1116 -0.01 -0.01 0.01 0.44
H 3.9462 -6.4600 8.1484 -0.04 0.02 0.02 0.30
H 3.7259 -8.1343 7.5462 -0.01 -0.02 0.01 0.37
H 3.8769 -7.8242 9.2927 -0.04 0.00 0.02 0.32
C -4.6607 -0.9430 9.1617 0.00 -0.08 -0.08 -0.95
S -4.5894 -0.1575 10.7765 -0.01 0.11 0.00 0.46
O -3.5093 -0.8350 11.5402 -0.02 -0.07 -0.04 -0.54
C -6.1477 -0.8151 11.3826 -0.08 -0.07 -0.01 -0.98
H -3.7457 -0.6902 8.6288 0.01 0.04 0.03 0.30
H -4.7325 -2.0239 9.2858 0.01 0.01 0.05 0.33
H -5.5207 -0.5616 8.6113 0.01 0.02 0.00 0.39
H -6.1187 -1.9043 11.3567 0.04 0.00 0.00 0.31
H -6.9641 -0.4378 10.7666 0.01 0.02 0.00 0.37
H -6.2751 -0.4740 12.4076 0.04 0.02 0.00 0.32
C 2.4047 8.9733 -5.7265 -0.08 0.07 0.03 -0.96
S 4.1020 8.4406 -5.9793 0.00 -0.04 -0.13 0.58
O 4.6091 7.9590 -4.6677 -0.07 -0.02 0.03 -0.61
C 4.7758 10.0829 -6.2485 0.03 0.10 0.04 -1.00
H 1.8099 8.0904 -5.5016 0.04 -0.03 -0.02 0.26
H 2.3636 9.6718 -4.8907 0.04 -0.02 0.01 0.35
H 2.0331 9.4425 -6.6373 0.01 -0.02 -0.01 0.36
H 4.5724 10.7070 -5.3784 0.00 -0.03 0.02 0.32
H 4.3280 10.5146 -7.1434 0.00 -0.03 -0.01 0.36
H 5.8498 9.9828 -6.3882 0.00 -0.04 0.00 0.32
```
Forces are in eV/Å.


Entry 5:
The following is a DFT calculation (ωB97M-V with the def2-TZVPD basis set) of a 2-piece molecular cluster, C10H21N5O4 overall.

Molecular weight (g mol⁻¹): 275.3
ΔE to the lowest compared entry with this formula, charge and spin (kcal per mole): 235.98
Frontier orbital gap (eV): 7.46

XYZ file:
```
40
Properties=species:S:1:pos:R:3:forces:R:3:mulliken_charge:R:1
C -1.1210 2.7617 2.5072 -0.22 -2.93 0.72 -0.22
C -1.0915 2.0190 1.0530 -0.42 1.74 1.70 0.58
C -0.8101 4.3422 2.2528 -0.93 -1.77 1.13 0.33
C -1.5323 5.0611 3.4464 -1.28 0.81 0.00 -1.22
C -0.6427 0.0659 -0.3161 2.09 4.80 0.92 0.58
C -2.0639 -0.2121 -0.5176 -0.19 -3.10 0.52 0.14
C 0.4751 -0.9453 -0.5104 -2.66 -3.19 0.97 -0.89
C 0.2503 -1.7790 -1.8538 -1.34 -3.10 1.26 -0.22
C 1.5050 -2.7345 -2.1584 1.20 0.35 -1.40 -0.58
C 2.5018 -4.5112 -3.6758 2.14 0.00 -1.75 0.44
H -0.6949 1.3195 4.2608 0.77 1.48 -2.12 0.25
H 0.6095 1.6881 3.0353 -1.80 -0.07 1.62 0.27
H -2.1402 2.5170 2.9897 1.01 1.21 -1.43 0.30
H -1.1667 4.5253 1.1759 -0.09 0.16 2.09 0.31
H 1.0685 4.2139 2.8838 -0.42 0.02 0.14 0.35
H -2.7016 4.7570 3.3959 2.82 0.89 0.50 0.27
H -1.0665 5.0189 4.5101 -0.74 -1.18 -1.83 0.26
H -1.4154 6.1547 3.3368 -0.55 -0.28 -0.54 0.38
H -1.3822 -0.2512 2.0069 2.70 3.14 -2.63 0.34
H -0.4509 0.9744 -0.9964 -0.28 -1.35 0.42 0.34
H 1.4415 -0.5153 -0.5532 0.73 0.88 0.31 0.43
H 0.3544 -1.5729 0.5510 0.83 0.88 -2.98 0.15
H -0.7637 -2.5370 -1.5917 2.94 2.32 -1.32 0.18
H 0.0354 -1.1231 -2.7444 0.07 -0.64 1.08 0.29
H 1.5439 -3.6815 -1.5668 -0.81 2.17 0.03 -0.07
H 2.5065 -2.1513 -1.9994 -1.80 -0.95 0.16 0.34
H 1.8665 -2.4821 -4.2456 0.11 -2.21 0.57 0.31
H 2.7726 -4.6971 -5.7711 1.09 -0.25 3.46 0.22
H 3.0492 -6.2188 -2.6617 -1.06 3.21 1.53 0.31
H 2.1268 -4.8698 -1.4898 2.63 -2.33 -3.36 0.37
H -3.7071 -0.7132 0.1015 1.77 0.57 1.59 0.39
N -0.2699 2.0004 3.5530 1.18 0.80 -1.55 -0.60
N -0.4537 0.7331 1.0208 -3.19 -1.81 1.28 -0.55
N 1.6620 -3.3209 -3.6289 0.17 0.71 2.07 -0.34
N 3.1823 -5.0034 -4.7624 -3.77 1.66 1.13 -0.71
N 2.8022 -5.1629 -2.3681 -1.49 -0.67 -1.59 -0.49
O -1.5240 2.7016 0.1182 0.98 -2.32 0.71 -0.67
O 0.5585 4.6452 2.1841 0.45 -0.25 -0.07 -0.57
O -2.4659 -0.6032 -1.5664 -0.90 0.52 -1.54 -0.55
O -2.8479 -0.4130 0.5950 -1.75 0.10 -1.80 -0.47
```
Forces are in eV/Å.